No. 1
C39H79N13O4Rb | ωB97M-V with the def2-TZVPD basis set

Properties
Charge: -1
Gap between HOMO and LUMO: 5.932 eV
Highest occupied orbital energy: -3.922 eV
LUMO level: 2.011 eV
Multiplicity: 1
Energy relative to the best compared isomer or geometry (same formula, charge and spin): 14.1 kcal per mole

Each line ends with the Mulliken charge.
CARTESIAN COORDINATES (ANGSTROEM)
Rb: -1.044 0.655 0.672  -0.03
C: 3.654 5.306 0.216  -1.46
N: 3.572 3.870 0.114  0.60
C: 4.844 3.189 0.069  -0.91
C: 2.439 3.232 -0.417  -0.42
N: 2.017 2.082 -0.064  0.78
C: 2.472 1.433 1.147  1.06
C: 3.090 0.055 0.914  -1.95
N: 2.369 -0.752 -0.059  2.13
C: 2.890 -0.563 -1.396  -0.48
C: 1.925 -1.032 -2.483  -0.02
N: 2.192 -0.373 -3.751  -0.57
C: 3.317 -0.461 -4.335  0.44
N: 3.659 0.500 -5.292  0.20
C: 4.226 0.075 -6.554  -1.17
C: 2.783 1.646 -5.412  -0.56
N: 4.325 -1.424 -4.171  0.32
C: 5.660 -0.992 -3.812  -1.13
C: 3.994 -2.766 -3.761  -1.05
C: 2.210 -2.150 0.331  -1.95
C: 0.877 -2.436 1.018  0.79
N: -0.240 -2.248 0.117  1.34
C: -0.802 -3.257 -0.422  -1.09
N: -1.715 -3.073 -1.445  0.42
C: -2.827 -3.998 -1.614  -1.15
C: -2.078 -1.701 -1.773  -0.43
N: -0.570 -4.632 -0.145  1.04
C: -0.680 -5.166 1.187  -1.53
C: 0.276 -5.355 -1.059  -1.18
N: 1.733 3.955 -1.368  0.42
C: 2.488 4.475 -2.496  -1.14
C: 0.398 3.437 -1.668  -0.20
H: 4.087 5.582 1.183  0.35
H: 2.657 5.735 0.146  0.41
H: 4.285 5.751 -0.566  0.41
H: 5.457 3.537 -0.776  0.31
H: 4.690 2.118 -0.038  0.18
H: 5.412 3.363 0.989  0.27
H: 1.589 1.290 1.779  -1.15
H: 3.172 2.050 1.731  0.57
H: 3.091 -0.463 1.876  0.51
H: 4.152 0.139 0.616  0.09
H: 3.877 -1.058 -1.513  0.12
H: 3.046 0.506 -1.546  0.20
H: 0.927 -0.753 -2.159  -0.52
H: 1.918 -2.124 -2.562  0.16
H: 4.887 -0.775 -6.411  0.36
H: 4.798 0.895 -6.994  0.35
H: 3.445 -0.212 -7.273  0.33
H: 2.431 1.940 -4.428  -0.10
H: 1.898 1.429 -6.023  0.31
H: 3.337 2.466 -5.876  0.29
H: 5.859 -0.011 -4.237  0.38
H: 6.396 -1.700 -4.204  0.33
H: 5.791 -0.933 -2.723  0.25
H: 3.013 -3.037 -4.145  0.37
H: 3.997 -2.908 -2.672  0.32
H: 4.729 -3.453 -4.190  0.33
H: 3.027 -2.456 1.005  0.45
H: 2.293 -2.790 -0.553  0.01
H: 0.762 -1.746 1.863  -0.72
H: 0.926 -3.435 1.455  0.12
H: -2.548 -4.995 -1.292  0.32
H: -3.108 -4.031 -2.669  0.36
H: -3.702 -3.678 -1.034  0.26
H: -1.201 -1.121 -2.043  0.04
H: -2.592 -1.228 -0.931  -0.10
H: -2.749 -1.723 -2.632  0.44
H: -1.230 -4.469 1.811  0.58
H: 0.291 -5.370 1.661  0.31
H: -1.236 -6.112 1.158  0.25
H: -0.042 -6.402 -1.129  0.33
H: 1.335 -5.348 -0.750  0.26
H: 0.204 -4.911 -2.052  0.30
H: 3.205 3.744 -2.892  0.26
H: 3.029 5.391 -2.252  0.26
H: 1.788 4.713 -3.295  0.43
H: -0.059 3.170 -0.725  -0.48
H: 0.435 2.535 -2.290  0.12
H: -0.199 4.204 -2.157  0.49
C: -2.695 2.168 2.984  -0.79
C: -1.945 3.501 3.017  -1.16
N: -0.678 3.430 2.308  0.45
C: 0.491 3.892 3.006  0.07
C: 0.813 3.069 4.263  -1.25
N: 0.917 1.635 4.036  0.35
C: 0.101 0.760 4.867  -1.04
C: -1.408 0.984 4.727  -1.07
N: -1.857 1.049 3.365  1.19
H: -3.006 2.042 1.943  0.14
H: -3.611 2.254 3.595  0.33
H: -1.762 3.814 4.051  0.47
H: -2.606 4.259 2.581  0.49
H: -0.776 3.762 1.357  -0.04
H: 0.430 4.950 3.335  0.42
H: 1.339 3.828 2.316  -0.50
H: 0.049 3.258 5.022  0.25
H: 1.744 3.476 4.683  0.56
H: 1.878 1.330 4.055  0.30
H: 0.340 0.846 5.944  0.19
H: 0.315 -0.271 4.566  0.48
H: -1.688 1.911 5.238  0.50
H: -1.892 0.174 5.289  0.36
H: -2.174 0.161 2.993  -0.71
C: -7.860 -4.269 0.672  -0.97
O: -6.889 -3.294 0.376  -0.45
C: -5.804 -3.201 1.214  1.04
C: -5.626 -4.053 2.326  -1.22
C: -4.496 -3.867 3.091  -1.61
C: -3.519 -2.894 2.828  0.62
C: -2.351 -2.788 3.701  1.08
C: -2.175 -3.811 4.825  -1.91
O: -1.455 -1.957 3.565  -0.22
C: -3.691 -2.026 1.679  0.10
O: -2.851 -1.164 1.330  0.12
C: -4.885 -2.234 0.909  -0.64
H: -8.630 -4.172 -0.091  0.28
H: -8.309 -4.108 1.656  0.36
H: -7.445 -5.281 0.632  0.34
H: -6.337 -4.822 2.586  0.37
H: -4.363 -4.523 3.941  0.31
H: -2.170 -4.835 4.445  0.41
H: -2.976 -3.738 5.563  0.44
H: -1.225 -3.598 5.309  0.33
H: -5.049 -1.588 0.055  0.47
C: -3.832 2.838 -2.025  -1.35
C: -3.460 3.380 -0.634  0.40
C: -3.427 4.919 -0.683  -1.38
O: -2.282 2.864 -0.193  -0.57
H: -4.805 3.198 -2.382  0.39
H: -3.857 1.747 -1.990  0.18
H: -3.061 3.134 -2.744  0.24
H: -4.317 3.114 0.037  0.15
H: -2.640 5.237 -1.375  0.21
H: -3.177 5.306 0.308  0.26
H: -4.378 5.362 -1.004  0.41

No. 2
C12H19NSi | ωB97M-V with the def2-TZVPD basis set

Properties
Gap between HOMO and LUMO (spin up / spin down): 7.455 / 7.455 eV
Highest occupied orbital energy (spin up / spin down): -6.897 / -6.897 eV
LUMO level (spin up / spin down): 0.558 / 0.558 eV
Multiplicity: 1
Energy relative to the best compared isomer or geometry (same formula, charge and spin): 117.4 kcal per mole

Each line ends with the natural charge from an NBO analysis.
CARTESIAN COORDINATES (ANGSTROEM)
C: -2.976 2.782 -0.050  -0.23
C: -3.004 2.112 1.160  -0.19
C: -2.280 2.299 -1.149  -0.19
C: -2.508 0.821 1.254  -0.20
C: -1.706 1.056 -1.111  -0.22
C: -2.005 0.297 0.032  -0.12
C: -1.633 -1.024 0.043  0.29
C: -1.595 -3.440 0.111  -0.41
C: 0.967 0.848 0.943  -1.03
C: 3.965 -0.027 0.546  -1.11
C: 1.843 0.074 -1.862  -1.10
C: 1.760 -2.220 0.290  -1.08
N: -1.758 -2.176 -0.007  -0.20
Si: 2.206 -0.372 -0.051  1.56
H: -3.516 3.757 -0.179  0.21
H: -3.289 2.704 1.974  0.22
H: -2.124 3.055 -1.894  0.22
H: -2.619 0.053 2.019  0.23
H: -1.481 0.540 -2.066  0.23
H: -1.764 -3.936 -0.742  0.19
H: -1.608 -3.925 1.069  0.20
H: 0.671 -2.355 0.457  0.24
H: 0.410 1.425 0.225  0.23
H: 0.412 0.364 1.619  0.21
H: 1.570 1.576 1.342  0.22
H: 4.871 -0.404 0.113  0.24
H: 4.025 1.095 0.494  0.23
H: 3.947 -0.262 1.611  0.23
H: 2.225 -0.511 -2.616  0.23
H: 0.734 -0.116 -1.922  0.23
H: 1.969 1.164 -2.083  0.24
H: 1.841 -2.657 -0.604  0.22
H: 2.448 -2.596 1.033  0.23

No. 3
C3H8N2O2S | ωB97M-V with the def2-TZVPD basis set

Properties
Structure (SMILES): COCONC(N)=S
Gap between HOMO and LUMO: 8.642 eV
Highest occupied orbital energy: -8.041 eV
LUMO level: 0.601 eV
Multiplicity: 1
Energy relative to the best compared isomer or geometry (same formula, charge and spin): 92.2 kcal per mole

Each line ends with the natural charge from an NBO analysis.
CARTESIAN COORDINATES (ANGSTROEM)
C: 2.980 0.639 -0.609  -0.31
O: 2.238 0.419 0.719  -0.56
C: 1.573 -0.866 0.608  0.18
O: 0.707 -1.015 -0.523  -0.41
N: -0.606 -0.914 -0.109  -0.31
C: -1.212 0.263 -0.024  0.32
N: -0.505 1.396 0.071  -0.79
S: -2.951 0.045 -0.003  -0.36
H: 2.340 0.081 -1.460  0.22
H: 3.329 1.618 -0.679  0.22
H: 3.729 -0.218 -0.622  0.19
H: 0.952 -0.912 1.549  0.21
H: 2.340 -1.827 0.475  0.17
H: -1.051 -1.664 -0.371  0.40
H: 0.610 1.124 -0.189  0.42
H: -0.873 2.235 0.197  0.41

No. 4
F2H3N2P | ωB97M-V with the def2-TZVPD basis set

Properties
Gap between HOMO and LUMO (spin up / spin down): 7.581 / 8.664 eV
Highest occupied orbital energy (spin up / spin down): -7.673 / -7.728 eV
LUMO level (spin up / spin down): -0.093 / 0.935 eV
Multiplicity: 1
Energy relative to the best compared isomer or geometry (same formula, charge and spin): 60.9 kcal per mole

Each line ends with the natural charge from an NBO analysis.
CARTESIAN COORDINATES (ANGSTROEM)
N: -0.484 1.075 -0.161  -0.55
N: 0.760 1.009 0.218  -0.44
F: 0.897 -2.097 -0.591  -0.60
F: -0.869 -1.527 0.723  -0.59
P: 0.670 -1.847 0.988  1.17
H: -1.021 1.019 -0.987  0.37
H: -1.149 1.595 0.475  0.35
H: 1.196 0.773 -0.666  0.31

No. 5
C3H4O3 | ωB97M-V with the def2-TZVPD basis set

Properties
Structure (SMILES): O=CC=O.C=O
Gap between HOMO and LUMO: 9.298 eV
Highest occupied orbital energy: -9.811 eV
LUMO level: -0.513 eV
Multiplicity: 1
Energy relative to the best compared isomer or geometry (same formula, charge and spin): 65.4 kcal per mole

Each line ends with the natural charge from an NBO analysis.
CARTESIAN COORDINATES (ANGSTROEM)
O: -1.445 1.824 -0.479  -0.49
C: -0.668 1.240 0.234  0.35
C: -1.018 -0.118 0.915  0.36
O: -0.167 -0.919 1.226  -0.51
H: 0.322 1.651 0.518  0.13
H: -2.084 -0.268 1.168  0.13
C: 1.307 -0.849 -0.900  0.29
O: 0.496 -0.096 -1.387  -0.53
H: 1.537 -1.809 -1.399  0.12
H: 1.721 -0.655 0.103  0.14

No. 6
C6H9N2O2 | ωB97M-V with the def2-TZVPD basis set

Properties
Charge: -1
Gap between HOMO and LUMO: 7.974 eV
Highest occupied orbital energy: -4.191 eV
LUMO level: 3.783 eV
Multiplicity: 1
Energy relative to the best compared isomer or geometry (same formula, charge and spin): 78.7 kcal per mole

Each line ends with the natural charge from an NBO analysis.
CARTESIAN COORDINATES (ANGSTROEM)
C: 2.381 0.395 1.727  -0.62
C: -0.957 -0.895 2.219  0.13
C: 1.181 -0.348 1.632  0.02
C: 0.485 -0.792 0.502  -0.07
N: 0.227 -0.264 2.627  -0.50
N: -0.762 -1.315 0.898  -0.57
H: -1.696 -1.257 2.924  0.19
H: -1.196 -1.446 -0.094  0.49
H: 0.913 -1.127 -0.431  0.21
H: 2.238 1.519 2.041  0.21
H: 2.940 0.521 0.720  0.21
H: 3.135 0.005 2.418  0.20
C: -0.792 1.338 -2.855  -0.83
C: -1.698 0.046 -1.860  0.84
O: -2.815 0.499 -1.709  -0.76
O: -1.391 -1.090 -1.585  -0.79
H: 0.230 0.944 -2.664  0.21
H: -1.394 2.215 -2.569  0.24
H: -1.027 1.053 -3.940  0.19

No. 7
C5H9N2OS | ωB97M-V with the def2-TZVPD basis set

Properties
Charge: +1
Gap between HOMO and LUMO: 8.374 eV
Highest occupied orbital energy: -12.907 eV
LUMO level: -4.532 eV
Multiplicity: 1
Energy relative to the best compared isomer or geometry (same formula, charge and spin): 40.0 kcal per mole

Each line ends with the natural charge from an NBO analysis.
CARTESIAN COORDINATES (ANGSTROEM)
C: 0.217 -0.231 2.744  -0.40
C: 1.098 0.908 2.685  0.22
C: -0.263 -0.974 1.678  0.20
C: -0.223 -0.811 -0.734  0.49
C: -1.509 -0.630 -3.113  -0.74
N: 0.205 -0.728 0.468  -0.58
N: 1.571 1.485 1.578  -0.68
O: 0.657 -1.066 -1.675  -0.66
S: -1.733 -0.203 -1.395  0.34
H: -0.079 -0.595 3.704  0.25
H: 1.634 1.210 3.592  0.23
H: -0.702 -1.808 1.919  0.20
H: -1.531 -1.678 -3.129  0.24
H: -0.463 -0.501 -3.392  0.26
H: -2.230 -0.053 -3.624  0.25
H: 1.282 1.149 0.716  0.41
H: 2.208 2.348 1.595  0.44
H: 1.583 -1.352 -1.443  0.53

No. 8
C29H35AsNO11S3Ti | ωB97M-V with the def2-TZVPD basis set

Properties
Charge: +1
Gap between HOMO and LUMO: 8.973 eV
Highest occupied orbital energy: -11.392 eV
LUMO level: -2.419 eV
Multiplicity: 1
Energy relative to the best compared isomer or geometry (same formula, charge and spin): 12.5 kcal per mole

Each line ends with the Mulliken charge.
CARTESIAN COORDINATES (ANGSTROEM)
Ti: 0.497 0.766 0.025  -0.43
O: 1.052 0.581 4.584  -0.66
As: 1.931 0.963 3.088  0.87
O: 2.702 2.372 3.155  -0.80
O: 0.599 0.825 2.023  -0.06
C: 3.087 -0.590 3.019  -0.24
C: 3.705 -0.879 4.229  -0.69
C: 4.687 -1.858 4.309  -0.74
C: 5.071 -2.554 3.174  -0.67
C: 4.461 -2.278 1.958  -0.47
C: 3.480 -1.304 1.890  0.09
S: 2.668 -1.053 0.341  1.67
O: 1.256 -1.423 0.548  -0.62
O: 3.382 -1.750 -0.677  -0.67
O: 2.604 0.435 0.166  -0.69
H: 1.118 1.330 5.189  0.31
H: 3.427 -0.335 5.122  0.46
H: 5.157 -2.064 5.261  0.41
H: 5.844 -3.308 3.229  0.42
H: 4.739 -2.808 1.057  0.58
O: 0.470 -0.267 -1.763  0.87
S: 0.901 -0.406 -3.211  -0.12
C: -0.689 -0.725 -4.080  -1.04
C: -1.870 -0.139 -3.328  0.13
C: -1.973 1.375 -3.476  -0.45
C: -3.052 1.989 -2.602  -1.16
S: -2.604 1.873 -0.822  0.41
O: -1.079 1.885 -0.868  0.40
C: -3.045 3.509 -0.295  0.67
C: -2.278 4.610 -0.653  -0.18
C: -2.661 5.862 -0.208  -0.88
C: -3.801 6.006 0.577  -0.44
C: -4.557 4.899 0.931  -0.70
C: -4.173 3.636 0.502  -0.55
C: 1.604 -2.027 -3.323  0.67
C: 2.708 -2.206 -4.138  -0.65
C: 3.265 -3.474 -4.237  -0.72
C: 2.719 -4.523 -3.512  -0.47
C: 1.615 -4.319 -2.690  -0.95
C: 1.042 -3.065 -2.589  -0.06
H: -0.781 -1.803 -4.192  0.45
H: -0.567 -0.280 -5.070  0.56
H: -1.796 -0.430 -2.277  -0.40
H: -2.776 -0.614 -3.713  0.61
H: -2.201 1.640 -4.512  0.58
H: -1.016 1.844 -3.235  0.02
H: -3.995 1.446 -2.691  0.53
H: -3.226 3.037 -2.836  0.48
H: -1.386 4.477 -1.252  0.40
H: -2.071 6.731 -0.468  0.42
H: -4.092 6.990 0.920  0.41
H: -5.436 5.016 1.550  0.41
H: -4.740 2.758 0.786  0.41
H: 3.140 -1.369 -4.673  0.47
H: 4.129 -3.637 -4.866  0.41
H: 3.160 -5.509 -3.582  0.42
H: 1.202 -5.143 -2.123  0.45
H: 0.189 -2.882 -1.944  0.52
C: 2.166 3.178 -1.787  -1.61
C: 1.384 2.397 -0.809  1.30
O: 1.066 2.729 0.317  -0.37
H: 2.161 4.242 -1.556  0.42
H: 1.816 2.982 -2.799  0.31
H: 3.191 2.802 -1.717  0.42
O: -1.778 -2.323 -0.484  -0.79
C: -1.441 -1.599 0.431  0.08
O: -1.247 -0.323 0.367  -0.40
C: -1.261 -2.246 1.818  0.23
N: -0.993 -1.195 2.848  0.34
C: -2.337 -0.761 3.323  -0.44
C: -3.096 -2.077 3.445  -0.60
C: -2.530 -2.963 2.312  -0.82
H: -0.389 -2.890 1.740  0.54
H: -0.418 -0.400 2.467  -0.20
H: -0.463 -1.581 3.630  0.54
H: -2.744 -0.122 2.541  0.12
H: -2.239 -0.190 4.243  0.49
H: -4.170 -1.927 3.368  0.35
H: -2.902 -2.527 4.420  0.32
H: -3.222 -3.075 1.481  0.38
H: -2.301 -3.964 2.673  0.36

Which largest force on an atom belongs to each record? In order, 0.779, 5.201, 9.792, 5.926, 1.082, 5.656, 6.622, 0.518 eV/Å.